25
Properties=species:S:1:pos:R:3 method="wB97M-V/def2-TZVPD" homo_ev=-12.638 orbital_gap_ha=0.3356 total_charge=+1 total_energy_ha=-466.68870
Rb -1.824 -2.178 -1.846
O 1.666 -2.040 1.901
O -0.984 1.113 -2.531
N -0.264 -0.347 -0.275
C -0.529 1.855 -1.421
C -1.715 1.791 -3.544
C 0.772 -0.947 2.000
C 2.677 -2.002 2.888
C -0.792 1.019 -0.179
C -0.319 -1.123 0.961
H -1.111 2.631 -3.905
H -1.884 0.950 -0.113
H -1.878 1.102 -4.366
H -1.289 -1.142 1.464
H 0.714 -0.259 -0.551
H 3.325 -2.856 2.716
H 3.259 -1.078 2.812
H -0.382 1.536 0.699
H 2.252 -2.067 3.895
H 1.293 0.008 1.830
H -2.651 2.205 -3.164
H 0.530 2.092 -1.583
H 0.399 -0.942 3.033
H -0.237 -2.132 0.540
H -1.031 2.815 -1.262